Entry 1:
{
  "formula": "C2BrClF4N2",
  "method": "wB97M-V/def2-TZVPD",
  "symbols": ["C", "C", "N", "N", "F", "F", "F", "F", "Cl", "Br"],
  "xyz": [[1.85697, -0.43506, 0.22815], [-1.66046, 0.26940, 0.11088], [0.69236, 0.36484, -0.24033], [-0.41339, -0.09820, 0.09139], [2.26740, -1.28685, -0.70705], [1.51256, -1.06907, 1.34933], [2.77832, 0.46040, 0.42866], [-1.93496, 0.93952, -2.00355], [-2.05996, 1.85359, 0.66138], [-3.03886, -0.99858, 0.08114]],
  "atomic_forces_ev_per_a": [[-1.5322, -0.0358, 0.0407], [-1.7052, 2.3384, -2.3341], [-2.3351, -0.1281, -0.9798], [2.9766, -1.0821, 0.5374], [-0.4456, 0.1738, 0.4280], [0.8172, -0.2160, -0.1661], [0.8954, 0.2472, 0.5549], [0.3903, -0.7474, 1.6756], [0.3124, -0.8020, 0.2474], [0.6262, 0.2520, -0.0040]],
  "nbo_charge": [1.035, 0.167, -0.047, -0.158, -0.286, -0.302, -0.281, -0.546, 0.160, 0.258],
  "homo_energy_ev": [-11.06, -9.81],
  "lumo_ev": [-2.99, -3.31],
  "gap_ev": [8.1, 6.5],
  "relative_energy_kj_mol": 243.7
}

Entry 2:
{
  "formula": "C6H7NO",
  "method": "wB97M-V/def2-TZVPD",
  "symbols": ["C", "C", "C", "C", "C", "N", "C", "O", "H", "H", "H", "H", "H", "H", "H"],
  "xyz": [[-2.81323, -0.88700, -0.40019], [-1.62422, -0.80759, -0.25549], [-0.29172, -0.30655, -0.22880], [-0.42434, 1.04615, 0.42805], [0.26621, 2.04654, -0.10010], [0.70191, -1.23961, 0.34032], [2.04122, -1.09761, 0.04423], [2.50038, -0.21398, -0.62788], [-3.84980, -0.84780, -0.36043], [0.00335, -0.10748, -1.27169], [-0.93376, 1.12233, 1.31515], [1.19904, 1.90458, -0.76327], [0.05887, 3.11799, 0.13961], [0.46722, -1.81778, 1.17836], [2.69889, -1.91220, 0.56211]],
  "atomic_forces_ev_per_a": [[1.1517, -0.0274, 0.4568], [-1.5922, -0.5754, -0.4741], [1.5053, -0.0503, 0.1071], [2.6306, 0.0473, -1.9679], [1.4202, 1.6218, -0.5607], [0.1578, -0.6132, 0.8487], [-0.0540, -1.0190, 1.5177], [0.1834, 0.0165, -0.5168], [-1.1170, -0.2342, -0.1561], [0.1693, -0.2478, 0.3910], [-1.8666, 0.3179, 1.6219], [-2.1333, -0.0595, 0.5152], [0.3753, -1.0623, 0.3383], [0.1636, 0.7606, -1.3563], [-0.9941, 1.1249, -0.7649]],
  "nbo_charge": [-0.191, -0.020, -0.185, -0.199, -0.360, -0.624, 0.545, -0.601, 0.230, 0.257, 0.205, 0.230, 0.198, 0.406, 0.111],
  "smiles": "C#C[C@@H](C=C)NC=O",
  "homo_energy_ev": -9.65,
  "lumo_ev": 0.81,
  "gap_ev": 10.5,
  "relative_energy_kj_mol": 280.7
}

Entry 3:
{
  "formula": "C4H7NS2",
  "method": "wB97M-V/def2-TZVPD",
  "symbols": ["S", "C", "C", "N", "C", "C", "S", "H", "H", "H", "H", "H", "H", "H"],
  "xyz": [[0.46323, 2.53322, -0.10564], [0.71669, 0.95987, -0.26479], [1.82954, -0.03829, 0.08387], [0.93996, -1.14732, -0.29625], [-0.16827, -0.24725, -0.62427], [-1.43956, -0.47936, 0.20553], [-2.67852, 0.74606, -0.17377], [2.78330, 0.00722, -0.49896], [2.11250, -0.02726, 1.15201], [0.78956, -1.74249, 0.49736], [-0.39031, -0.16564, -1.71278], [-1.69984, -1.49578, -0.04858], [-1.21134, -0.54607, 1.25525], [-2.04695, 1.64308, 0.53102]],
  "atomic_forces_ev_per_a": [[0.3725, -0.1150, -0.1179], [-0.1102, -0.5000, 0.6364], [0.8094, 0.4391, -0.1165], [0.6956, -0.3122, -0.4217], [-0.0094, 1.0108, -0.0462], [1.1577, -0.3313, -0.9577], [-0.9569, -0.7713, -0.2696], [-0.8040, 0.1590, 0.2608], [-0.1580, 0.1612, -0.3186], [-0.4482, -0.3305, 0.1196], [-0.1266, -0.5163, 0.5922], [-0.8549, -0.2252, -0.2897], [0.1561, 0.4070, 0.5421], [0.2770, 0.9247, 0.3868]],
  "nbo_charge": [0.082, -0.067, -0.304, -0.615, -0.138, -0.545, 0.004, 0.218, 0.211, 0.358, 0.221, 0.233, 0.216, 0.127],
  "smiles": "S=C1CN[C@H]1CS",
  "homo_energy_ev": -8.59,
  "lumo_ev": -0.30,
  "gap_ev": 8.3,
  "relative_energy_kj_mol": 154.8
}